## 1
ORCA calculation (ωB97M-V with the def2-TZVPD basis set) on C4H6ClN in the gas phase.

Computed properties:
HOMO = -8.8 eV
Structure (SMILES) = CC1=C(C)N1Cl

ORCA input file:
```
! wB97M-V def2-TZVPD RIJCOSX def2/J DEFGRID3
* xyz 0 1
C 0.64 -1.93 -0.07
C 0.02 -0.61 -0.02
C -0.31 0.65 0.10
C 0.09 2.04 0.43
N -1.56 -0.09 -0.03
Cl -2.22 -0.05 -1.70
H 1.50 -1.97 -0.78
H 0.09 -2.79 -0.38
H 1.12 -2.13 0.95
H -0.49 2.75 -0.15
H 1.16 2.08 0.23
H -0.05 2.05 1.43
*
```



## 2
ORCA calculation (ωB97M-V with the def2-TZVPD basis set) on 2 unconnected molecules or ions with the total composition C4H6ClN.

Computed properties:
HOMO = -9.5 eV
Structure (SMILES) = C=C1N=C1Cl.C

ORCA input file:
```
! wB97M-V def2-TZVPD RIJCOSX def2/J DEFGRID3
* xyz 0 1
C 0.12 1.99 0.63
C 0.85 0.95 0.27
N 1.32 -0.04 -0.81
C 1.80 -0.13 0.38
Cl 2.85 -0.98 1.40
H 0.35 2.34 1.57
H -0.52 2.38 -0.09
C -1.34 -1.30 -0.67
H -0.49 -1.94 -0.34
H -1.70 -0.67 0.18
H -1.03 -0.65 -1.50
H -2.20 -1.96 -1.03
*
```



## 3
ORCA calculation (ωB97M-V with the def2-TZVPD basis set) on 2 unconnected molecules or ions with the total composition C4H6ClN.

Computed properties:
HOMO = -7.7 eV
Structure (SMILES) = C1=CN1.C=CCl

ORCA input file:
```
! wB97M-V def2-TZVPD RIJCOSX def2/J DEFGRID3
* xyz 0 1
C -1.19 0.41 0.51
C -1.98 -0.20 -0.36
N -2.24 1.18 -0.17
H -0.44 0.43 1.24
H -2.28 -1.00 -1.07
H -3.04 1.44 0.38
C 1.53 -0.92 0.19
C 2.09 0.00 -0.54
Cl 3.11 1.17 0.27
H 0.92 -1.68 -0.10
H 1.78 -0.99 1.20
H 1.77 0.17 -1.54
*
```



Most stable: 2. Least stable: 3.



## 1
ORCA calculation (ωB97M-V with the def2-TZVPD basis set) on C20H27N3O4S in the gas phase.

Computed properties:
HOMO = -7.5 eV
Structure (SMILES) = CCOc1cc(NC(=S)NCC(C)C)c(OCC)cc1NC(=O)c1ccco1

ORCA input file:
```
! wB97M-V def2-TZVPD RIJCOSX def2/J DEFGRID3
* xyz 0 1
C -1.62 -4.24 1.39
C -0.72 -3.02 1.37
O -1.51 -1.91 1.00
C -0.93 -0.66 0.96
C 0.41 -0.40 1.20
C 0.90 0.90 1.12
N 2.24 1.20 1.38
C 3.37 0.51 1.06
S 4.81 1.05 1.66
N 3.24 -0.60 0.30
C 4.37 -1.32 -0.24
C 4.58 -1.07 -1.74
C 5.73 -1.93 -2.24
C 4.86 0.41 -2.00
C 0.03 1.97 0.85
O 0.61 3.20 0.87
C -0.18 4.35 0.59
C -0.45 4.53 -0.90
C -1.31 1.70 0.62
C -1.80 0.40 0.65
N -3.13 0.08 0.41
C -4.15 0.91 0.03
O -4.05 2.10 -0.15
C -5.43 0.19 -0.13
C -5.79 -1.13 0.02
C -7.17 -1.20 -0.29
C -7.54 0.07 -0.60
O -6.51 0.91 -0.51
H -2.05 -4.40 0.40
H -2.43 -4.10 2.10
H -1.04 -5.12 1.67
H 0.10 -3.16 0.65
H -0.29 -2.85 2.37
H 1.08 -1.20 1.48
H 2.41 2.12 1.76
H 2.37 -0.71 -0.20
H 5.25 -1.01 0.32
H 4.20 -2.39 -0.07
H 3.67 -1.35 -2.27
H 5.53 -2.99 -2.06
H 5.88 -1.78 -3.31
H 6.65 -1.67 -1.72
H 4.02 1.03 -1.69
H 5.74 0.73 -1.44
H 5.04 0.58 -3.06
H 0.42 5.18 0.96
H -1.12 4.31 1.15
H -0.97 5.47 -1.06
H 0.49 4.55 -1.45
H -1.06 3.72 -1.29
H -2.01 2.49 0.40
H -3.32 -0.90 0.52
H -5.17 -1.96 0.31
H -7.79 -2.07 -0.27
H -8.49 0.49 -0.89
*
```



## 2
ORCA calculation (ωB97M-V with the def2-TZVPD basis set) on C20H27N3O4S in the gas phase.

Computed properties:
HOMO = -7.6 eV
Structure (SMILES) = CCCCNC(=S)N(CCCO)Cc1cc2cc3c(cc2[nH]c1=O)OCCO3

ORCA input file:
```
! wB97M-V def2-TZVPD RIJCOSX def2/J DEFGRID3
* xyz 0 1
C -6.50 -4.06 -1.70
C -5.52 -3.67 -0.61
C -4.92 -2.29 -0.85
C -3.94 -1.90 0.25
N -3.40 -0.59 -0.03
C -2.41 -0.07 0.73
S -1.72 -0.99 1.94
N -1.98 1.19 0.47
C -2.47 2.00 -0.63
C -3.57 2.98 -0.22
C -4.86 2.30 0.23
O -5.40 1.45 -0.77
C -0.91 1.77 1.26
C 0.45 1.50 0.68
C 1.20 0.44 1.06
C 2.48 0.18 0.50
C 3.26 -0.93 0.86
C 4.50 -1.13 0.30
C 5.02 -0.20 -0.63
C 4.25 0.89 -1.01
C 2.98 1.08 -0.46
N 2.20 2.15 -0.82
C 0.95 2.43 -0.33
O 0.34 3.40 -0.76
O 6.26 -0.33 -1.17
C 7.08 -1.27 -0.51
C 6.28 -2.54 -0.21
O 5.22 -2.25 0.66
H -7.32 -3.35 -1.76
H -6.00 -4.09 -2.67
H -6.92 -5.05 -1.51
H -6.04 -3.67 0.36
H -4.72 -4.41 -0.55
H -5.72 -1.55 -0.90
H -4.40 -2.29 -1.81
H -3.11 -2.61 0.30
H -4.45 -1.91 1.22
H -4.04 0.03 -0.50
H -2.82 1.35 -1.44
H -1.63 2.58 -1.01
H -3.21 3.60 0.60
H -3.78 3.63 -1.07
H -5.60 3.06 0.52
H -4.68 1.66 1.09
H -5.60 1.98 -1.55
H -1.07 2.86 1.29
H -0.97 1.36 2.27
H 0.81 -0.25 1.80
H 2.89 -1.64 1.57
H 4.65 1.58 -1.73
H 2.56 2.80 -1.51
H 7.45 -0.84 0.43
H 7.92 -1.47 -1.18
H 5.90 -2.95 -1.15
H 6.90 -3.28 0.29
*
```



Most stable: 2. Least stable: 1.



## 1
ORCA calculation (ωB97M-V with the def2-TZVPD basis set) on C3H5NS3 in the gas phase.

Computed properties:
HOMO = -7.8 eV

ORCA input file:
```
! wB97M-V def2-TZVPD RIJCOSX def2/J DEFGRID3
* xyz 0 1
C 1.48 0.14 0.82
C 1.42 0.00 -0.69
C -1.15 -0.06 -0.25
N 0.59 0.09 1.66
S -0.15 0.74 -1.39
S -1.62 -1.71 -0.58
S -2.66 0.82 0.42
H 2.52 0.24 0.96
H 2.38 0.55 -1.14
H 1.55 -1.00 -0.96
H -2.17 -2.01 0.63
H -2.18 2.18 0.50
*
```



## 2
ORCA calculation (ωB97M-V with the def2-TZVPD basis set) on C3H5NS3 in the gas phase.

Computed properties:
HOMO = -8.8 eV
Structure (SMILES) = CSC(=S)NC=S

ORCA input file:
```
! wB97M-V def2-TZVPD RIJCOSX def2/J DEFGRID3
* xyz 0 1
C -0.38 -2.16 -0.72
S 1.09 -1.35 -0.01
C 0.44 0.06 0.85
S 1.43 0.99 1.72
N -0.96 0.35 0.74
C -1.59 0.91 -0.33
S -1.16 0.96 -1.91
H -0.55 -1.77 -1.71
H -1.28 -1.99 -0.11
H -0.13 -3.20 -0.75
H -1.42 0.57 1.65
H -2.56 1.32 -0.02
*
```



Most stable: 2. Least stable: 1.